No. 1
{"formula": "C20H23Br3N2O7", "method": "the ωB97M-V functional and the def2-TZVPD basis", "e_tot_ev": -248553.1697, "homo_energy_ha": -0.2923, "lumo_ha": -0.0073, "de_lowest_ev": 0.000, "symbols": ["Br", "Br", "Br", "O", "O", "O", "O", "O", "O", "O", "N", "N", "C", "C", "C", "C", "C", "C", "C", "C", "C", "C", "C", "C", "C", "C", "C", "C", "C", "C", "C", "C", "H", "H", "H", "H", "H", "H", "H", "H", "H", "H", "H", "H", "H", "H", "H", "H", "H", "H", "H", "H", "H", "H", "H"], "coordinates": [[-7.64, 6.47, 19.83], [-9.88, 8.62, 20.47], [-9.82, 5.88, 22.09], [-11.71, 4.30, 25.10], [-9.26, -0.37, 15.01], [-14.89, 2.86, 20.87], [-5.66, 1.17, 18.37], [-8.96, 2.31, 22.65], [-11.99, 5.20, 17.84], [-12.06, 4.38, 15.04], [-10.26, 4.32, 19.11], [-12.41, 3.43, 19.25], [-12.07, 2.00, 14.94], [-11.38, 0.80, 14.96], [-14.14, 3.30, 21.95], [-11.59, 4.39, 18.68], [-7.79, 0.92, 19.50], [-8.72, 7.22, 21.19], [-9.31, 1.97, 15.19], [-11.37, 3.20, 15.02], [-8.62, 1.23, 20.57], [-12.52, 4.00, 24.04], [-12.91, 4.98, 23.14], [-6.12, 2.43, 20.32], [-13.79, 2.33, 22.88], [-8.16, 2.09, 21.54], [-6.92, 2.71, 21.44], [-13.74, 4.62, 22.07], [-6.54, 1.50, 19.38], [-9.99, 3.18, 15.15], [-10.01, 0.78, 15.10], [-12.98, 2.70, 23.96], [-9.80, -1.13, 14.78], [-5.92, 0.34, 17.98], [-12.27, 4.68, 15.95], [-6.47, 3.40, 22.14], [-12.11, 2.80, 19.96], [-8.25, 2.01, 15.36], [-11.96, -0.12, 14.97], [-11.69, 5.25, 25.28], [-10.04, 3.72, 19.89], [-5.17, 2.93, 20.19], [-9.88, 5.25, 19.03], [-9.52, 4.10, 15.48], [-8.07, 7.64, 21.94], [-15.75, 3.28, 20.79], [-9.63, 0.85, 20.64], [-14.06, 5.35, 21.34], [-12.62, 6.02, 23.23], [-8.10, 0.15, 18.80], [-14.11, 1.30, 22.85], [-13.37, 3.41, 18.96], [-12.86, 1.99, 24.77], [-8.40, 2.61, 23.37], [-13.15, 2.06, 14.83]]}


No. 2
{"formula": "BrH2OZn2", "method": "the ωB97M-V functional and the def2-TZVPD basis", "e_tot_ev": -168915.5502, "charge": 3, "homo_energy_ha": -0.6954, "lumo_ha": -0.6333, "de_lowest_ev": 6.361, "symbols": ["Br", "Zn", "Zn", "O", "H", "H"], "coordinates": [[1.97, 0.14, 1.52], [4.14, 2.36, -1.75], [3.44, -0.91, 5.85], [-3.05, -0.50, -2.24], [-2.55, -0.69, -1.45], [-3.95, -0.39, -1.93]]}


No. 3
{"formula": "C18H17CoN6O5", "method": "the ωB97M-V functional and the def2-TZVPD basis", "e_tot_ev": -75727.8061, "charge": 2, "s_squared": 6.062, "homo_energy_ha": [-0.5042, -0.5168], "lumo_ha": [-0.3020, -0.3045], "multiplicity": 5, "de_lowest_ev": 0.000, "symbols": ["Co", "O", "O", "O", "O", "O", "N", "N", "N", "N", "N", "N", "C", "C", "C", "C", "C", "C", "C", "C", "C", "C", "C", "C", "C", "C", "C", "C", "C", "C", "H", "H", "H", "H", "H", "H", "H", "H", "H", "H", "H", "H", "H", "H", "H", "H", "H"], "coordinates": [[-0.06, 0.56, 0.35], [-1.38, -2.83, -6.01], [0.27, 0.05, 2.92], [0.18, -0.30, -1.50], [1.33, -2.42, -2.43], [-0.27, 2.21, 1.44], [1.72, -0.08, 1.22], [3.77, 0.21, 0.03], [3.64, -0.04, 2.34], [-2.23, -3.11, -5.37], [-2.04, -0.04, -1.56], [-1.80, 0.84, -0.55], [-3.39, 3.72, 0.90], [-2.46, -3.89, -3.13], [2.67, -0.17, 3.39], [-2.62, 1.81, -0.26], [-1.08, -1.98, -2.52], [5.11, 0.02, 2.57], [3.08, 0.03, 1.16], [-0.96, -0.59, -1.93], [-2.32, 4.66, 2.87], [-0.11, -4.09, -3.28], [-1.36, -4.69, -3.39], [-2.46, 2.78, 0.69], [-1.27, 3.87, 2.70], [0.08, -2.82, -2.86], [-3.35, 4.63, 1.97], [-1.22, 2.95, 1.56], [-2.33, -2.51, -2.70], [1.38, -0.08, 2.56], [3.37, 0.14, -0.90], [1.20, -1.62, -1.92], [5.36, 1.07, 2.71], [-2.18, 5.46, 3.62], [-1.35, -5.82, -3.56], [-3.29, -2.02, -2.50], [4.74, 0.04, 0.02], [-4.23, 3.64, 0.23], [2.85, 0.49, 4.18], [5.71, -0.39, 1.73], [5.41, -0.53, 3.48], [2.60, -1.24, 3.72], [0.71, -4.70, -3.29], [-4.17, 5.40, 2.10], [-3.43, -4.29, -3.08], [-0.26, 3.80, 3.15], [-3.57, 1.88, -0.86]]}


No. 4
{"formula": "C13H22N2", "method": "the ωB97M-V functional and the def2-TZVPD basis", "e_tot_ev": -16813.1113, "homo_energy_ha": [-0.2462, -0.2646], "lumo_ha": [0.0268, 0.0134], "de_lowest_ev": 2.690, "symbols": ["N", "N", "C", "C", "C", "C", "C", "C", "C", "C", "C", "C", "C", "C", "C", "H", "H", "H", "H", "H", "H", "H", "H", "H", "H", "H", "H", "H", "H", "H", "H", "H", "H", "H", "H", "H", "H"], "coordinates": [[-0.76, -0.31, -0.92], [-1.39, 0.55, -1.76], [-0.35, 3.42, 0.70], [0.24, 2.36, -0.28], [-2.50, 0.14, 0.90], [-0.98, -1.68, 1.11], [-1.70, -0.84, 0.00], [2.92, -1.97, 0.77], [2.61, 0.24, -1.06], [3.56, -0.76, -1.21], [1.98, -0.90, 0.98], [1.75, 0.20, 0.12], [-2.70, -1.62, -0.90], [0.63, 1.05, 0.36], [3.78, -1.82, -0.30], [1.22, 2.70, -0.54], [-3.37, -0.91, -1.26], [-1.34, 3.10, 0.97], [-0.26, 2.05, -1.24], [-1.86, 0.77, 1.56], [0.45, 3.47, 1.49], [-1.10, 0.44, -2.71], [-2.40, 0.70, -1.67], [-3.19, -0.41, 1.56], [-1.62, -2.30, 1.74], [1.44, -0.91, 1.91], [2.50, 1.04, -1.77], [4.39, -0.61, -1.81], [-0.28, -2.41, 0.59], [-0.52, 4.35, 0.14], [-0.34, -0.93, 1.56], [-3.17, -2.27, -0.11], [-3.10, 0.76, 0.33], [4.60, -2.53, -0.55], [3.07, -2.69, 1.52], [-2.33, -2.41, -1.57], [0.11, 0.94, 1.36]]}